The following is a quantum chemistry calculation of 4 unconnected molecules or ions with the total composition C31H61ClF2N3O18P3 in a non-equilibrium geometry, from the Open Molecules 2025 dataset.

The HOMO energy comes out at -0.3711 Eh. The value obtained for the electronic energy is -120286.0588 eV. The orbital gap is 9.41 eV.

Each line ends with the Mulliken charge.
Cartesian coordinates (Å):
1 H -2.58945 -4.64115 4.70969  0.262
2 N -1.60770 -4.39545 4.62617  -0.312
3 C -0.86581 -5.35754 4.92884  -0.720
4 C 0.64434 -5.32155 4.90694  -1.274
5 C 1.25894 -4.73715 3.59700  -0.211
6 O 0.46667 -5.37885 2.57006  -0.483
7 C 0.01604 -4.52363 1.57242  0.235
8 O 0.68852 -4.39444 0.59468  -0.594
9 C -1.32133 -3.79860 1.63447  0.762
10 Cl -2.71984 -4.93047 1.71288  -0.209
11 C -1.53442 -2.88053 0.43405  -1.084
12 C -0.56142 -1.68044 0.45394  -0.803
13 N 2.61031 -5.26358 3.40236  0.599
14 C 3.39962 -5.37711 4.60211  0.735
15 C 4.20711 -4.20010 5.13742  -1.190
16 O 3.50151 -6.41219 5.19932  -0.492
17 C 2.65779 -6.46066 2.54770  0.609
18 C 3.22801 -6.27381 1.14320  -1.121
19 O 2.33225 -7.55000 2.89274  -0.488
20 N 1.14994 -3.26684 3.45192  1.493
21 C 0.78233 -2.52228 4.63414  0.332
22 O -0.17681 -1.82385 4.63242  -0.447
23 F 1.54813 -2.56164 5.72309  -0.233
24 C 2.27647 -2.61036 2.91072  0.123
25 O 2.72045 -1.61221 3.39612  -0.537
26 F 2.80085 -3.04143 1.78455  -0.239
27 H -1.32583 -6.29403 5.26578  0.402
28 H 0.95294 -6.36992 4.87440  0.582
29 H 1.09148 -4.91050 5.81423  0.524
30 H -1.35077 -3.17169 2.52706  0.230
31 H -2.53836 -2.46207 0.50219  0.640
32 H -1.40681 -3.42468 -0.50105  0.219
33 H -0.97505 -0.88099 -0.16349  0.454
34 H 0.39314 -1.98297 0.02771  0.234
35 H -0.41992 -1.27598 1.46089  0.171
36 H 3.87203 -3.23044 4.77580  0.229
37 H 5.21846 -4.35263 4.74443  0.377
38 H 4.28826 -4.25691 6.21739  0.322
39 H 3.21819 -5.23541 0.82477  0.138
40 H 4.26714 -6.60737 1.20929  0.417
41 H 2.64276 -6.90078 0.47783  0.318
42 C -0.60519 5.46622 -3.02745  -0.646
43 C 0.09331 4.12932 -3.20454  -0.461
44 O 0.96048 3.82759 -2.11329  -0.352
45 P 0.29973 3.48518 -0.63960  1.232
46 O -0.38939 2.19677 -0.98540  -0.849
47 O 1.60520 2.87041 0.15101  -0.256
48 C 1.46982 1.70159 0.96612  -0.541
49 C 2.06563 0.50147 0.26144  -0.444
50 O 0.61823 5.00801 -0.09630  -0.350
51 C 1.92191 5.52396 0.20404  -0.182
52 C 2.75667 5.85827 -1.01227  -1.047
53 H -1.27534 5.44918 -2.16243  0.038
54 H -1.19545 5.71059 -3.91151  0.464
55 H 0.11747 6.26455 -2.85994  0.122
56 H -0.63838 3.32621 -3.32949  0.257
57 H 0.71398 4.15208 -4.10062  0.323
58 H 0.42548 1.52344 1.22399  0.340
59 H 2.00600 1.88775 1.89913  0.424
60 H 1.68723 0.40465 -0.75605  0.300
61 H 1.84436 -0.41560 0.80510  -0.371
62 H 3.14949 0.60531 0.18412  0.407
63 H 2.46098 4.87539 0.88965  0.251
64 H 1.73340 6.44836 0.75613  0.368
65 H 3.13236 4.96078 -1.50062  0.292
66 H 3.61992 6.45497 -0.71093  0.451
67 H 2.18065 6.42412 -1.74379  0.184
68 C -2.01042 6.59895 0.52265  -0.447
69 C -3.16956 7.38615 -0.05998  -0.516
70 O -3.12785 8.75850 0.32553  -0.236
71 P -1.93720 9.71046 -0.28247  1.153
72 O -2.23975 9.73846 -1.74751  -0.827
73 O -2.49235 11.20834 0.11948  -0.404
74 C -2.42335 12.28507 -0.81990  -0.359
75 C -3.79792 12.57240 -1.38872  -1.143
76 O -0.97401 9.64880 1.04094  -0.325
77 C -1.25116 10.28941 2.29255  -0.165
78 C -2.31901 9.60523 3.11644  -0.977
79 H -1.05505 6.95083 0.12587  0.099
80 H -2.10940 5.53844 0.28313  0.314
81 H -1.96969 6.70832 1.60624  0.158
82 H -3.17966 7.30724 -1.15115  0.261
83 H -4.11428 6.98476 0.30756  0.310
84 H -1.71037 12.06678 -1.61414  0.364
85 H -2.05300 13.16218 -0.28428  0.348
86 H -4.27266 11.66334 -1.75632  0.287
87 H -3.73935 13.29270 -2.20632  0.372
88 H -4.45037 12.97923 -0.61408  0.303
89 H -1.46546 11.34686 2.16294  0.253
90 H -0.30887 10.24284 2.84334  0.340
91 H -3.31354 9.77944 2.70848  0.271
92 H -2.30686 10.00049 4.13390  0.433
93 H -2.15556 8.52882 3.15922  0.175
94 C -1.30369 -7.00015 -1.12777  -0.386
95 C -0.91869 -8.16617 -2.01754  -0.635
96 O -0.78867 -7.77135 -3.38282  -0.234
97 P 0.46266 -6.79690 -3.80250  1.161
98 O 1.66263 -7.65164 -3.54101  -0.825
99 O 0.42055 -6.91599 -5.44541  -0.423
100 C 1.62981 -7.06924 -6.19349  -0.361
101 C 1.76645 -8.49736 -6.68092  -1.146
102 O -0.40139 -5.40503 -3.82355  -0.294
103 C -1.38423 -5.05987 -4.80698  -0.163
104 C -2.69641 -5.79703 -4.65773  -0.995
105 H -0.51257 -6.24311 -1.10890  -0.007
106 H -1.47867 -7.33652 -0.10468  0.481
107 H -2.20784 -6.51305 -1.49262  0.113
108 H 0.01279 -8.62361 -1.67259  0.307
109 H -1.69356 -8.93219 -1.98357  0.306
110 H 2.49607 -6.77431 -5.60237  0.364
111 H 1.57376 -6.38989 -7.04724  0.348
112 H 1.62880 -9.20866 -5.86728  0.286
113 H 2.74659 -8.66435 -7.13068  0.371
114 H 1.00050 -8.71741 -7.42673  0.305
115 H -0.99048 -5.14896 -5.81597  0.237
116 H -1.56883 -3.99405 -4.65344  0.349
117 H -2.61290 -6.83399 -4.97969  0.276
118 H -3.45779 -5.32017 -5.27795  0.443
119 H -3.03691 -5.79141 -3.62267  0.162

***

The following is a quantum chemistry calculation of 3 unconnected molecules or ions with the total composition C31H62BN2O8P2 in a non-equilibrium geometry, from the Open Molecules 2025 dataset.

The HOMO energy (alpha / beta) comes out at -0.1456 / -0.1456 Eh. The value obtained for the electronic energy is -71762.9280 eV. Its expectation value of S² is 2.0087. The total charge is -1. The orbital gap (alpha / beta) is 5.88 / 5.59 eV. The calculation puts the energy above the lowest of the compared OMol25 structures with the same formula, charge and spin at 112.5 kcal/mol. As for the spin multiplicity: 3.

Each line ends with the Mulliken spin population.
Cartesian coordinates (Å):
1 C -2.89140 0.69761 -6.14314  0.000
2 C -1.56463 0.41688 -5.71296  0.000
3 C -0.87779 1.36501 -4.64770  0.000
4 O -0.83649 2.60117 -4.75677  0.000
5 O -0.26331 0.71287 -3.55726  0.000
6 C -0.89493 1.18250 -2.32168  0.000
7 C -1.47346 -0.05074 -1.46519  0.000
8 C -0.95906 0.16165 0.04576  0.002
9 C -1.78482 -0.83011 0.99964  -0.001
10 C -1.50527 -2.38848 0.65720  -0.001
11 C -0.06060 -2.72702 1.25214  0.000
12 B 0.59832 -4.11945 0.66704  0.000
13 C -0.41244 -5.40709 0.86973  0.000
14 C -1.30146 -5.78301 -0.38775  0.000
15 O -2.24841 -5.11566 -0.84538  0.000
16 P 2.13864 -4.47691 1.82933  0.000
17 C 3.24319 -2.94054 1.86369  0.000
18 C 3.17861 -5.91493 1.17191  0.000
19 P 1.21355 -3.98692 -1.14558  0.000
20 O 0.17632 -3.49839 -2.16265  0.000
21 O 1.67313 -5.58101 -1.66466  0.000
22 O 2.60453 -2.97747 -1.31294  0.000
23 H -3.61036 -0.17720 -6.12872  0.000
24 H -3.20819 1.72529 -6.50682  0.000
25 H -1.03865 -0.51030 -6.12024  0.000
26 H -1.77139 1.89047 -2.50745  0.000
27 H -0.09424 1.77076 -1.75099  0.000
28 H -1.09373 -1.04447 -1.86179  0.000
29 H -2.61674 -0.07476 -1.46146  0.000
30 H 0.15960 -0.03569 0.04032  0.000
31 H -1.22578 1.23034 0.33279  0.000
32 H -2.90156 -0.62932 0.83045  -0.002
33 H -1.58642 -0.58996 2.09804  0.006
34 H -2.27246 -2.97534 1.25447  0.001
35 H -1.56585 -2.58146 -0.45988  0.000
36 H 0.64966 -1.84557 1.15444  0.001
37 H -0.21020 -2.91101 2.37948  -0.001
38 H 0.25189 -6.31556 1.07861  0.000
39 H -1.10506 -5.23027 1.75355  0.000
40 H -1.09277 -6.78543 -0.90997  0.000
41 H 4.27608 -3.25937 1.49052  0.000
42 H 2.87297 -2.11198 1.16958  0.000
43 H 3.34977 -2.47339 2.89655  0.000
44 H 3.95014 -6.17394 1.97408  0.000
45 H 3.78163 -5.61298 0.24836  0.000
46 H 2.55760 -6.83751 0.93639  0.000
47 H 2.45401 -5.51071 -2.24730  0.000
48 H 3.38535 -3.56534 -1.42893  0.000
49 C 5.27865 4.98518 -6.39766  0.014
50 C 5.23376 5.39272 -4.90511  0.027
51 C 5.84806 4.25895 -4.06330  0.021
52 C 4.94500 3.03136 -3.98671  -0.019
53 C 3.55711 3.41048 -3.48152  0.021
54 C 2.90636 4.58301 -4.24328  0.015
55 N 3.84085 5.72557 -4.47855  0.307
56 O 3.92921 6.42002 -3.32302  0.611
57 C 2.34064 4.10449 -5.59961  0.026
58 C 1.63274 4.99766 -3.45859  -0.010
59 C 6.15972 6.63214 -4.85131  -0.004
60 H 6.31013 4.97820 -6.76269  0.001
61 H 4.91043 3.97997 -6.59168  0.001
62 H 4.71817 5.68782 -7.01935  -0.009
63 H 6.05212 4.61159 -3.04536  0.003
64 H 6.81810 3.96369 -4.47973  0.001
65 H 4.87117 2.54059 -4.96189  0.001
66 H 5.38829 2.29504 -3.31018  0.002
67 H 2.90811 2.52992 -3.52553  0.002
68 H 3.64530 3.66792 -2.41891  0.002
69 H 1.95557 4.94558 -6.18241  -0.016
70 H 1.50852 3.40967 -5.45095  0.002
71 H 3.05839 3.56468 -6.21466  0.002
72 H 1.84703 5.25802 -2.41905  0.000
73 H 0.91171 4.17626 -3.42461  0.001
74 H 1.13595 5.85021 -3.93027  -0.002
75 H 5.74812 7.45289 -5.44559  -0.001
76 H 7.14890 6.39665 -5.25500  0.000
77 H 6.32408 6.99567 -3.83440  0.000
78 C -4.46814 -2.52793 7.29658  0.009
79 C -3.37352 -1.79291 6.48553  0.039
80 C -2.99581 -0.49623 7.22490  0.015
81 C -4.08751 0.56584 7.13907  -0.016
82 C -4.46066 0.84102 5.68629  0.013
83 C -4.79294 -0.42426 4.86872  0.032
84 N -3.82187 -1.53704 5.08337  0.295
85 O -2.72128 -1.25566 4.35388  0.623
86 C -6.21819 -0.92469 5.19578  0.012
87 C -4.90271 -0.00241 3.38025  -0.018
88 C -2.17974 -2.77747 6.53298  -0.006
89 H -4.05458 -2.92256 8.22939  0.000
90 H -5.29126 -1.88770 7.60868  0.001
91 H -4.87671 -3.37378 6.73826  -0.007
92 H -2.06770 -0.08275 6.81308  0.000
93 H -2.78786 -0.71080 8.27940  0.000
94 H -4.97289 0.26184 7.70603  0.000
95 H -3.73323 1.49069 7.60412  0.002
96 H -5.30660 1.53607 5.66019  0.000
97 H -3.62104 1.36934 5.21844  0.004
98 H -6.42825 -1.86876 4.68651  -0.009
99 H -6.96932 -0.20304 4.85942  0.001
100 H -6.40706 -1.06161 6.25882  0.001
101 H -3.99748 0.48926 3.01617  0.003
102 H -5.71744 0.71395 3.24082  0.000
103 H -5.10738 -0.86358 2.73824  0.002
104 H -2.42275 -3.71055 6.01741  0.001
105 H -1.92364 -3.02889 7.56655  0.000
106 H -1.27215 -2.36664 6.08532  0.000